Entry 1:
Entry from the OMol25 dataset: a molecular structure, C10H19O5PdS2 (wB97M-V/def2-TZVPD).

## Properties
⟨S²⟩ = 6.037
HOMO (alpha / beta) = -20.26 / -20.44 eV
net charge = +3
Kohn-Sham gap (alpha / beta) = 9.4 / 5.9 eV
largest force on an atom = 0.49 eV/Å
2S+1 = 5

CARTESIAN COORDINATES (ANGSTROEM)
Pd1 -0.291 0.387 0.141
C1 -1.044 -2.046 -1.483
C2 0.050 -2.597 -0.580
O1 0.191 -1.677 0.534
C3 1.361 -1.895 1.364
C4 1.455 -0.737 2.338
O2 1.288 0.547 1.669
C5 2.448 1.177 1.058
C6 2.694 0.691 -0.361
O3 1.435 0.768 -1.092
C7 1.416 -0.018 -2.325
C8 -0.027 -0.151 -2.775
O4 -0.887 -0.619 -1.698
H1 -2.023 -2.155 -1.019
H2 -1.061 -2.559 -2.445
H3 1.017 -2.690 -1.078
H4 -0.240 -3.576 -0.194
H5 2.234 -1.983 0.715
H6 1.237 -2.834 1.908
H7 2.407 -0.741 2.869
H8 0.650 -0.773 3.071
H9 3.323 1.008 1.687
H10 2.232 2.245 1.070
H11 3.054 -0.338 -0.402
H12 3.420 1.336 -0.860
H13 1.887 -0.980 -2.118
H14 2.009 0.511 -3.074
H15 -0.108 -0.828 -3.626
H16 -0.436 0.816 -3.066
C9 -4.773 1.950 1.406
O5 -3.320 1.842 1.040
C10 -2.567 2.860 1.019
S1 -2.930 4.460 1.374
S2 -0.883 2.723 0.511
H17 -5.265 1.233 0.759
H18 -5.118 2.963 1.207
H19 -4.835 1.680 2.456

***

Entry 2:
Entry from the OMol25 dataset: a molecular structure, C4H9BiLiO4 at a distorted geometry (wB97M-V/def2-TZVPD).

## Properties
HOMO = -12.28 eV
net charge = +1
Kohn-Sham gap = 8.6 eV
largest force on an atom = 8.96 eV/Å
2S+1 = 1

CARTESIAN COORDINATES (ANGSTROEM)
O1 -0.460 1.139 -1.565
Li1 -1.667 -0.172 -2.127
O2 -1.560 -0.862 -0.377
C1 -1.959 -0.659 0.920
O3 -0.971 -0.238 1.857
C2 -0.163 0.884 1.414
C3 1.252 0.605 1.829
O4 1.840 -0.283 0.841
C4 3.184 -0.660 1.040
Bi1 0.355 -0.318 -0.592
H1 -2.457 -1.541 1.364
H2 -2.679 0.190 0.933
H3 -0.574 2.133 -0.849
H4 -0.839 1.743 1.529
H5 1.345 0.092 2.803
H6 1.854 1.526 1.860
H7 3.421 -1.426 0.293
H8 3.859 0.197 0.895
H9 3.295 -1.058 2.060

***

Entry 3:
Entry from the OMol25 dataset: 2 unconnected molecules or ions with the total composition C2HNO at a distorted geometry (wB97M-V/def2-TZVPD).

## Properties
HOMO = -10.55 eV
relative energy (zero: lowest compared OMol25 entry of this formula, charge and spin) = 81.3 kcal/mol
Kohn-Sham gap = 8.3 eV
largest force on an atom = 4.25 eV/Å
2S+1 = 1

CARTESIAN COORDINATES (ANGSTROEM)
C1 -0.661 0.841 1.037
C2 0.395 -0.579 -0.808
N1 -0.833 1.408 2.014
O1 -0.418 -1.298 -1.206
H1 1.517 -0.371 -1.037

***

Entry 4:
Entry from the OMol25 dataset: a single C6H10N2S molecule at a distorted geometry (wB97M-V/def2-TZVPD).

## Properties
HOMO = -8.70 eV
relative energy (zero: lowest compared OMol25 entry of this formula, charge and spin) = 25.1 kcal/mol
Kohn-Sham gap = 9.4 eV
largest force on an atom = 3.80 eV/Å
2S+1 = 1

CARTESIAN COORDINATES (ANGSTROEM)
C1 -2.808 0.190 1.125
N1 -1.625 -0.584 0.733
C2 -0.634 -0.121 0.145
S1 -0.490 1.662 -0.284
C3 1.437 1.981 -0.297
C4 2.104 0.768 0.265
N2 1.796 -0.536 -0.391
C5 0.637 -1.021 -0.428
C6 0.196 -2.288 -1.055
H1 -2.513 1.212 1.374
H2 -3.126 -0.427 1.910
H3 -3.519 0.224 0.325
H4 1.576 2.971 0.217
H5 1.784 2.278 -1.274
H6 3.202 0.955 0.118
H7 1.741 0.668 1.280
H8 0.497 -3.201 -0.545
H9 0.621 -2.358 -2.084
H10 -0.874 -2.374 -1.135

***

Entry 5:
Entry from the OMol25 dataset: 2 unconnected molecules or ions with the total composition C3H12N2O at a distorted geometry (wB97M-V/def2-TZVPD).

## Properties
HOMO = -8.58 eV
relative energy (zero: lowest compared OMol25 entry of this formula, charge and spin) = 40.6 kcal/mol
Kohn-Sham gap = 9.4 eV
largest force on an atom = 3.55 eV/Å
2S+1 = 1

CARTESIAN COORDINATES (ANGSTROEM)
C1 -1.469 -1.277 -0.143
C2 -0.452 -0.024 -0.136
N1 0.905 -0.262 0.717
C3 -1.194 1.191 0.440
N2 -0.506 2.130 1.314
H1 -2.353 -0.913 -0.593
H2 -1.102 -2.200 -0.613
H3 -1.759 -1.504 0.864
H4 -0.155 0.100 -1.194
H5 1.761 0.316 0.538
H6 0.929 -0.630 1.699
H7 -2.077 0.898 0.968
H8 -1.628 1.724 -0.455
H9 0.446 2.175 1.386
H10 -0.921 3.063 1.181
O1 3.431 -1.305 -1.682
H11 3.260 -1.357 -2.657
H12 2.882 -2.124 -1.635

***

Entry 6:
Entry from the OMol25 dataset: 2 unconnected molecules or ions with the total composition C3H4NP at a distorted geometry (wB97M-V/def2-TZVPD).

## Properties
HOMO (alpha / beta) = -9.63 / -9.08 eV
relative energy (zero: lowest compared OMol25 entry of this formula, charge and spin) = 116.9 kcal/mol
Kohn-Sham gap (alpha / beta) = 9.2 / 9.0 eV
largest force on an atom = 1.62 eV/Å
2S+1 = 1

CARTESIAN COORDINATES (ANGSTROEM)
C1 -0.950 0.040 -0.104
C2 -0.141 1.082 -0.140
C3 0.751 -1.266 0.007
N1 -0.531 -1.229 -0.022
P1 1.558 0.376 -0.206
H1 -3.442 0.582 -0.538
H2 -0.380 2.123 -0.221
H3 1.276 -2.207 0.070
H4 1.860 0.500 1.154

***

Entry 7:
Entry from the OMol25 dataset: 2 unconnected molecules or ions with the total composition C11H25F3NO5P2 at a distorted geometry (wB97M-V/def2-TZVPD).

## Properties
HOMO = -12.26 eV
net charge = +1
Kohn-Sham gap = 5.4 eV
largest force on an atom = 5.73 eV/Å
2S+1 = 1

CARTESIAN COORDINATES (ANGSTROEM)
O1 -3.983 2.501 -1.507
P1 -4.239 1.150 -1.026
O2 -5.772 0.975 -0.645
O3 -3.909 0.115 -2.205
C1 -3.224 0.843 0.433
P2 -4.006 -0.088 1.903
O4 -4.645 -0.892 3.267
C2 -3.327 -1.748 1.200
F1 -1.990 -1.769 1.276
F2 -3.731 -2.795 1.886
F3 -3.699 -1.977 -0.065
H1 -6.320 1.380 -1.324
H2 -4.093 -0.788 -1.907
H3 -2.337 0.334 0.068
H4 -2.896 1.811 0.780
H5 -5.293 0.445 1.694
H6 -3.169 0.602 2.796
H7 -5.586 -0.998 3.113
C3 2.363 -0.446 -2.426
C4 2.108 0.714 -1.433
C5 3.432 1.404 -1.066
C6 4.328 0.575 -0.141
C7 3.582 0.124 1.117
C8 2.264 -0.609 0.825
N1 1.450 0.210 -0.161
O5 0.849 1.098 0.402
C9 2.544 -2.023 0.275
C10 1.490 -0.845 2.120
C11 1.195 1.684 -2.182
H8 3.301 -0.967 -2.250
H9 1.553 -1.175 -2.407
H10 2.421 -0.063 -3.441
H11 3.216 2.362 -0.581
H12 3.961 1.635 -1.989
H13 4.732 -0.288 -0.672
H14 5.187 1.178 0.154
H15 4.213 -0.535 1.710
H16 3.376 1.001 1.739
H17 1.627 -2.498 -0.074
H18 2.957 -2.646 1.064
H19 3.270 -2.044 -0.533
H20 1.310 0.075 2.676
H21 2.056 -1.502 2.773
H22 0.528 -1.319 1.921
H23 0.237 1.222 -2.420
H24 1.671 1.976 -3.113
H25 1.004 2.600 -1.623

***

Entry 8:
Entry from the OMol25 dataset: a single C14H18N2O4 molecule at a distorted geometry (wB97M-V/def2-TZVPD).

## Properties
HOMO = -8.50 eV
relative energy (zero: lowest compared OMol25 entry of this formula, charge and spin) = 92.8 kcal/mol
Kohn-Sham gap = 9.0 eV
largest force on an atom = 4.61 eV/Å
2S+1 = 1

CARTESIAN COORDINATES (ANGSTROEM)
N1 0.100 -1.140 0.721
C1 0.567 0.092 -0.002
C2 1.055 1.090 1.009
C3 -0.042 1.479 2.082
C4 -1.211 2.155 1.864
C5 -1.980 2.444 2.937
C6 -1.614 2.086 4.253
O1 -2.490 2.503 5.215
C7 -0.391 1.438 4.545
C8 0.402 1.209 3.482
C9 1.474 -0.327 -1.039
O2 2.574 -0.671 -0.554
N2 0.967 -0.785 -2.214
C10 1.871 -1.144 -3.219
C11 1.025 -0.992 -4.514
C12 -0.465 -1.242 -4.083
C13 -0.469 -0.993 -2.539
C14 -1.126 -1.986 -1.590
O3 -2.221 -2.051 -1.099
O4 -0.260 -2.974 -1.048
H1 0.919 -1.543 1.178
H2 -0.663 -1.076 1.339
H3 -0.288 0.418 -0.576
H4 1.580 1.932 0.726
H5 1.885 0.583 1.617
H6 -1.481 2.392 0.882
H7 -3.026 2.877 3.000
H8 -2.275 2.291 6.131
H9 -0.254 1.078 5.563
H10 1.300 0.588 3.464
H11 2.740 -0.406 -3.151
H12 2.170 -2.166 -3.037
H13 1.309 -1.871 -5.084
H14 1.183 0.039 -4.882
H15 -0.921 -2.249 -4.241
H16 -1.073 -0.669 -4.664
H17 -0.874 -0.043 -2.313
H18 0.005 -2.368 -0.161